{
  "formula": "C23H32BBrCeN7",
  "method": "wB97M-V/def2-TZVPD",
  "species": ["Ce", "C", "C", "C", "C", "C", "C", "N", "N", "B", "N", "C", "C", "C", "N", "C", "C", "C", "N", "C", "C", "C", "N", "C", "C", "C", "H", "H", "H", "H", "H", "H", "H", "H", "H", "H", "H", "H", "H", "H", "H", "H", "H", "H", "H", "H", "H", "H", "H", "H", "H", "H", "H", "H", "Br", "C", "C", "C", "C", "N", "C", "H", "H", "H", "H"],
  "xyz": [[0.001, 0.082, -0.068], [-2.428, 0.282, -1.906], [-3.160, -1.039, -1.976], [-3.115, -1.622, -3.393], [-2.609, -1.997, -0.976], [-3.082, -3.234, -0.623], [-2.173, -3.731, 0.305], [-1.208, -2.844, 0.501], [-1.444, -1.728, -0.275], [0.039, -2.995, 1.389], [0.041, -1.894, 2.466], [0.092, -2.060, 3.778], [0.136, -0.819, 4.406], [0.111, 0.106, 3.395], [0.040, -0.543, 2.170], [0.140, 1.593, 3.500], [-1.145, 2.132, 4.140], [0.373, 2.208, 2.141], [1.289, -2.827, 0.497], [2.279, -3.668, 0.255], [3.175, -3.089, -0.652], [2.660, -1.854, -0.933], [1.487, -1.674, -0.224], [3.148, -0.743, -1.801], [2.092, -0.359, -2.831], [3.568, 0.431, -0.925], [-2.876, 1.045, -2.544], [-2.466, 0.702, -0.887], [-1.398, 0.186, -2.299], [-4.205, -0.858, -1.708], [-2.086, -1.829, -3.696], [-3.677, -2.552, -3.457], [-3.551, -0.921, -4.104], [-3.967, -3.731, -0.986], [-2.153, -4.672, 0.835], [0.045, -4.063, 1.914], [0.098, -3.058, 4.192], [0.192, -0.627, 5.465], [0.984, 1.851, 4.145], [-2.020, 1.880, 3.535], [-1.298, 1.714, 5.133], [-1.088, 3.216, 4.238], [-0.517, 2.052, 1.506], [0.457, 3.295, 2.173], [1.293, 1.846, 1.652], [2.295, -4.638, 0.731], [4.078, -3.533, -1.038], [4.026, -1.102, -2.340], [1.174, 0.057, -2.354], [2.424, 0.439, -3.494], [1.744, -1.201, -3.426], [2.736, 0.723, -0.250], [4.388, 0.188, -0.251], [3.842, 1.311, -1.507], [2.938, 5.102, -1.735], [1.264, 4.372, -1.415], [0.110, 5.146, -1.425], [-1.111, 4.536, -1.183], [-1.156, 3.177, -0.949], [-0.041, 2.417, -0.945], [1.145, 3.014, -1.163], [0.170, 6.209, -1.619], [-2.027, 5.112, -1.182], [-2.100, 2.687, -0.762], [2.028, 2.394, -1.162]],
  "mulliken_charge": [-0.45, -1.08, 0.53, -1.40, -0.06, -1.49, 0.01, -0.13, 0.97, -0.04, -0.16, 0.03, -1.44, -0.07, 0.91, 0.49, -1.42, -1.05, -0.02, -0.02, -1.43, 0.32, 0.73, -0.09, -0.94, -0.85, 0.65, 0.00, 0.22, 0.51, 0.34, 0.43, 0.42, 0.57, 0.54, -0.02, 0.55, 0.56, 0.54, 0.33, 0.44, 0.42, 0.01, 0.59, 0.23, 0.55, 0.56, 0.59, 0.12, 0.42, 0.39, -0.07, 0.44, 0.48, -0.06, -0.53, -0.20, -1.09, 0.13, 0.21, 0.52, 0.51, 0.50, 0.44, -0.06],
  "homo_lumo_gap_ev": [5.20, 5.20],
  "total_energy_ha": -4352.04010,
  "molar_mass_g_mol": 637.4,
  "total_charge": 3
}